[1]
Density functional theory data (ωB97M-V with the def2-TZVPD basis set) for a structure of composition C20H33F16N3O3S2Si2 at a distorted geometry.

```
79
Properties=species:S:1:pos:R:3:mulliken_charge:R:1
C 1.42159 -0.25581 0.60629 -0.5315
C 2.62978 -0.52423 -0.37459 -1.1842
N 2.29521 -0.59706 -1.80337 0.3790
C 1.67746 0.63203 -2.35461 -0.4020
C 2.14759 1.97815 -1.70170 -1.2849
C 1.54574 -1.75702 -2.16237 0.0399
S 1.04180 -1.92264 -3.75310 -0.2453
S 1.11644 -3.14053 -1.04091 -0.1254
C -0.52571 -2.81577 -0.28752 -0.0280
C -1.72752 -2.81364 -1.30882 -0.4019
C -2.99214 -2.26377 -0.50069 -0.8313
Si -3.15810 -0.36360 -0.60748 0.1185
C -4.64818 0.17592 -1.68716 -0.8662
C -4.21045 1.14052 -2.86472 0.0330
N -5.07905 1.44691 -3.75424 -0.6759
O -3.39905 0.23104 0.99811 -0.1660
Si -2.20523 1.36091 1.51933 0.3011
N -1.44657 0.81589 3.03755 -0.4566
H 1.17322 -1.19079 1.17191 0.3290
H 0.50833 0.02367 0.03511 -0.0840
H 1.69934 0.49978 1.37846 0.3367
H 3.06653 -1.50972 -0.07176 0.7178
H 3.44102 0.20930 -0.14230 0.3451
H 1.97597 0.68841 -3.43299 0.4961
H 0.55547 0.57374 -2.38038 0.2275
H 1.90304 2.80419 -2.40623 0.4086
H 3.20396 1.98607 -1.36293 0.2874
H 1.49914 2.14936 -0.80083 0.2378
H -0.58760 -1.86522 0.29570 -0.3852
H -0.72852 -3.63790 0.44341 0.4188
H -1.95653 -3.88386 -1.52812 0.2850
H -1.52439 -2.22603 -2.22846 0.2570
H -3.93075 -2.80348 -0.75725 0.5470
H -2.77780 -2.49336 0.57746 0.3336
H -1.87739 0.17061 -1.08468 -0.1400
H -5.09359 -0.76210 -2.10116 0.4350
H -5.38720 0.70004 -1.03751 0.4441
H -3.18188 1.56453 -2.91509 0.3386
H -5.95536 0.97177 -3.51364 0.2815
H -2.83650 2.65467 1.78805 -0.2189
H -1.17461 1.58766 0.49681 -0.0909
H -0.51803 1.22471 3.14925 0.2173
H -1.38465 -0.20102 3.07382 0.3096
C 4.62222 1.44462 -6.25653 -0.7972
C 5.81695 2.43049 -6.21970 0.9146
C 7.15531 1.95559 -6.79807 0.0987
F 7.66418 0.89091 -6.16307 -0.2169
F 8.07919 2.94203 -6.68207 -0.2704
F 5.97207 2.87659 -4.95427 -0.2616
F 5.43974 3.51244 -6.95889 -0.3321
O 4.29935 0.69926 -5.06907 -0.2964
C 4.95078 -0.51186 -4.78378 0.7605
C 5.79439 -0.44241 -3.50632 0.6092
F 6.72845 0.52367 -3.56592 -0.2532
F 6.44335 -1.61261 -3.30999 -0.2765
F 5.64424 -0.92361 -5.85616 -0.3045
F 3.98083 -1.42062 -4.59865 -0.2568
H 3.74128 2.07313 -6.39939 0.4125
H 4.65007 0.79991 -7.13565 0.3068
H 7.05649 1.71312 -7.85977 0.2769
H 5.15877 -0.24368 -2.63992 -0.0962
C -4.63573 0.35115 6.26914 -0.8578
C -3.28692 1.09655 6.42706 0.8858
C -2.00396 0.32838 6.08947 0.6532
F -1.81452 -0.75512 6.86444 -0.2411
F -0.92010 1.12400 6.28370 -0.2859
F -3.22405 1.61594 7.67401 -0.2774
F -3.33834 2.15954 5.57639 -0.3028
O -5.26054 -0.21351 7.43743 -0.4130
C -4.90652 -1.49239 7.89096 0.8170
C -4.24973 -1.46293 9.27596 0.2009
F -3.14685 -0.69678 9.29820 -0.2113
F -3.87635 -2.71017 9.64294 -0.2547
F -4.16484 -2.12329 6.96882 -0.2832
F -6.05617 -2.18901 7.98115 -0.2968
H -5.34739 1.11718 5.95617 0.4390
H -4.61443 -0.36272 5.44506 0.3789
H -2.00049 0.01560 5.04832 -0.1988
H -4.94557 -1.07169 10.02135 0.2238
```

## Properties
- 2S+1 = 1
- calculated total energy (eV) = -112794.2346
- largest force on an atom (eV Å⁻¹) = 2.656
- E_HOMO (eV) = -8.331

---

[2]
Density functional theory data (ωB97M-V with the def2-TZVPD basis set) for a structure of composition C20H33IN2O10PSW at a distorted geometry.

```
69
Properties=species:S:1:pos:R:3:mulliken_spin:R:1
W -6.34733 14.37660 -1.53177 1.6310
O -7.63724 11.76064 2.40755 0.0001
C -6.23565 12.08066 2.57064 -0.0070
C -6.05725 13.52263 3.05028 0.0058
N -6.40004 14.37820 1.97589 0.0258
C -5.37963 15.42225 1.63277 0.0547
C -4.23907 14.86803 0.71907 -0.0161
O -3.08937 14.73982 1.11239 0.0070
O -4.62898 14.51220 -0.46394 0.0354
C -7.75950 14.98488 2.15565 -0.0161
C -8.51122 14.73778 0.85113 0.0350
O -9.45971 13.96901 0.89956 -0.0014
O -8.02192 15.25431 -0.17961 0.0664
H -8.11676 12.54229 2.06381 -0.0007
H -5.82687 11.37961 3.30783 -0.0010
H -5.66028 11.89427 1.63278 0.0021
H -6.60049 13.81890 3.93466 -0.0008
H -4.97140 13.59626 3.23996 -0.0002
H -5.75366 16.31043 1.08990 -0.0089
H -4.97829 15.77451 2.60712 -0.0012
H -8.26266 14.48428 2.91658 -0.0012
H -7.55694 15.99438 2.42577 0.0001
O -7.14246 12.72248 -0.72462 0.0876
N -8.09879 11.99332 -1.29569 0.0258
C -8.32363 10.86352 -0.68937 -0.0009
C -9.20721 9.91064 -1.24465 0.0054
C -9.72540 10.23886 -2.50637 0.0043
C -9.35337 11.44118 -3.12460 0.0083
C -8.60133 12.39817 -2.48464 -0.0004
S -8.19225 13.96642 -3.13082 0.0006
H -7.73585 10.68788 0.21789 0.0020
H -9.39023 8.99005 -0.73474 0.0005
H -10.42014 9.55716 -3.03347 0.0003
H -9.77974 11.72429 -4.07469 0.0003
I -5.17158 11.28829 -3.42604 0.0175
C -5.00045 13.42585 -2.95959 -0.0764
H -5.17177 13.90770 -3.85374 0.0150
H -3.90157 13.47234 -2.75496 0.0082
C -8.35438 18.12406 -1.35349 0.0025
C -8.96606 17.97132 -2.77385 -0.0019
C -10.25877 17.20596 -2.64443 -0.0012
C -9.20909 19.32153 -3.47794 0.0005
O -8.07162 17.19547 -3.72419 0.0046
P -6.50384 17.15389 -3.50434 -0.0025
O -5.85387 18.48167 -3.38703 0.0007
O -6.19163 16.21579 -2.28318 0.0919
O -5.98892 16.30179 -4.71190 -0.0040
C -6.22288 16.48338 -6.14657 0.0005
C -4.92746 15.95215 -6.83624 0.0003
C -6.38997 17.93143 -6.49843 0.0000
C -7.45707 15.73974 -6.53655 0.0024
H -9.06529 18.80254 -0.85253 -0.0009
H -7.37273 18.56069 -1.46519 0.0018
H -8.30886 17.12896 -0.89288 0.0012
H -11.05751 17.71579 -2.04550 0.0000
H -10.07805 16.20517 -2.22526 -0.0009
H -10.67404 17.06605 -3.66126 -0.0011
H -9.92798 19.93063 -2.89789 -0.0001
H -9.68918 19.13233 -4.44213 -0.0001
H -8.16226 19.87819 -3.59862 0.0000
H -3.98774 16.38702 -6.56514 -0.0001
H -5.05647 16.19729 -7.89738 -0.0001
H -4.86872 14.88417 -6.71914 0.0000
H -5.70873 18.62758 -6.08893 0.0001
H -7.37382 18.22331 -6.15539 0.0000
H -6.30636 18.08368 -7.60931 0.0000
H -7.55655 14.73306 -6.14820 -0.0005
H -7.33980 15.57347 -7.65438 0.0003
H -8.33529 16.32091 -6.31847 -0.0005
```

## Properties
- 2S+1 = 3
- charge = -1
- energy relative to the best compared isomer or geometry (same formula, charge and spin) (kcal per mole) = 19.7
- calculated total energy (eV) = -74786.6996
- largest force on an atom (eV Å⁻¹) = 3.353
- E_HOMO (spin up / spin down) (eV) = -4.608 / -5.769